Entry from the OMol25 dataset: a cluster of 2 separate species, C9H14 in total at a distorted geometry (wB97M-V/def2-TZVPD).

```
23
Properties=species:S:1:pos:R:3:nbo_charge:R:1
C -2.180 1.655 2.205 -0.624
C -1.511 0.554 1.530 -0.005
C -1.624 -0.797 1.822 -0.239
C -1.239 -1.753 0.882 -0.185
C -0.698 -1.450 -0.376 -0.231
C -0.830 -0.130 -0.739 -0.186
C -1.024 0.856 0.231 -0.224
H -3.329 1.463 1.933 0.218
H -1.793 2.561 1.798 0.221
H -2.225 1.649 3.278 0.220
H -2.279 -1.105 2.581 0.206
H -1.293 -2.810 1.062 0.206
H -0.380 -2.250 -1.017 0.217
H -0.640 0.187 -1.693 0.199
H -0.623 1.851 -0.013 0.207
C 2.990 -0.804 -1.490 -0.613
C 2.353 0.578 -1.880 -0.603
H 3.985 -0.632 -1.003 0.212
H 2.281 -1.155 -0.703 0.206
H 3.016 -1.423 -2.371 0.206
H 2.512 1.329 -1.107 0.201
H 3.180 0.852 -2.750 0.184
H 1.351 0.775 -2.179 0.208
```

Values from the calculation:
- HOMO energy (eV) = -8.73
- multiplicity = 1
- SMILES = Cc1ccccc1.CC
- molar mass (g mol⁻¹) = 122.211
- E_LUMO (Eh) = 0.0352
- orbital gap (eV) = 9.7